Entry 1:
{"formula": "C3H6N2OS", "method": "the ωB97M-V functional and the def2-TZVPD basis", "relative_energy_kcal_mol": 105.5, "fmax_ev_per_a": 5.27, "e_tot_ha": -700.721125, "molar_mass_g_mol": 118.2, "symbols": ["C", "C", "C", "N", "N", "O", "S", "H", "H", "H", "H", "H", "H"], "xyz": [[0.787, 0.947, 2.437], [0.308, -0.086, -1.965], [0.081, -0.168, 0.253], [0.493, 1.096, 3.529], [-1.316, 0.074, 0.491], [0.241, -1.498, 0.512], [1.268, 1.087, 0.840], [1.127, 0.621, -2.185], [0.331, -1.263, -2.152], [-0.545, 0.360, -2.288], [-2.000, -0.321, -0.103], [-1.661, 1.045, 0.656], [0.887, -1.894, -0.025]], "mulliken_charge": [0.348, -0.895, 0.420, -0.397, -0.554, -0.456, -0.155, 0.307, 0.289, 0.325, 0.211, 0.225, 0.333]}



Entry 2:
{"formula": "C5H10NaO5", "method": "the ωB97M-V functional and the def2-TZVPD basis", "relative_energy_kcal_mol": 12.1, "fmax_ev_per_a": 0.86, "e_tot_ha": -734.958733, "s2": 0.76, "molar_mass_g_mol": 173.1, "spin_multiplicity": 2, "symbols": ["C", "C", "O", "Na", "H", "H", "H", "H", "H", "O", "C", "C", "O", "C", "O", "O", "H", "H", "H", "H", "H"], "xyz": [[0.916, 0.434, 2.332], [-0.591, 0.652, 2.214], [-1.299, -0.537, 2.050], [-0.094, -2.426, 1.672], [1.455, 1.382, 2.470], [1.144, -0.211, 3.197], [1.322, -0.040, 1.422], [-0.777, 1.347, 1.367], [-0.937, 1.189, 3.120], [-1.336, -1.621, -0.101], [-1.237, -0.947, -1.311], [0.111, -0.249, -1.418], [0.141, 0.438, -2.696], [1.227, 1.059, -3.038], [2.279, 1.122, -2.374], [1.296, 1.671, -4.138], [-1.424, -0.941, 0.814], [-2.034, -0.189, -1.423], [-1.333, -1.653, -2.153], [0.934, -0.976, -1.387], [0.238, 0.495, -0.620]], "mulliken_charge": [-1.045, -0.131, -0.935, 0.956, 0.352, 0.286, 0.204, 0.231, 0.341, -0.734, -0.639, -0.040, -0.309, 0.831, -0.437, -0.390, 0.397, 0.304, 0.337, 0.268, 0.155]}



Entry 3:
{"formula": "C7H10", "method": "the ωB97M-V functional and the def2-TZVPD basis", "relative_energy_kcal_mol": 161.8, "fmax_ev_per_a": 1.39, "e_tot_ha": -272.460194, "molar_mass_g_mol": 94.2, "symbols": ["C", "C", "C", "C", "C", "C", "C", "H", "H", "H", "H", "H", "H", "H", "H", "H", "H"], "xyz": [[-0.495, 1.865, -0.305], [-0.740, 0.306, 1.257], [-1.235, 0.646, -0.246], [-0.571, -0.687, -0.631], [0.933, -0.666, -1.021], [1.407, -1.019, 0.428], [-0.059, -0.893, 0.805], [-0.978, 2.792, -0.013], [0.534, 1.919, -0.638], [-0.489, 0.971, 2.076], [-2.317, 0.708, -0.352], [-1.184, -1.419, -1.162], [1.293, 0.287, -1.421], [1.161, -1.462, -1.733], [1.819, -2.029, 0.498], [2.072, -0.306, 0.928], [-1.265, -0.752, 1.589]], "mulliken_charge": [-1.240, -0.593, 0.026, 0.204, -0.877, -0.409, -0.372, 0.321, 0.223, 0.500, 0.399, 0.454, 0.261, 0.309, 0.243, 0.291, 0.260]}



Entry 4:
{"formula": "C5H7O3Tb", "method": "the ωB97M-V functional and the def2-TZVPD basis", "fmax_ev_per_a": 2.67, "e_tot_ha": -1244.166665, "charge": 2, "s2": 13.02, "molar_mass_g_mol": 274.0, "spin_multiplicity": 7, "symbols": ["O", "C", "O", "Tb", "O", "C", "H", "H", "C", "H", "C", "C", "H", "H", "H", "H"], "xyz": [[-1.426, 0.866, -0.527], [-1.385, 2.121, -0.125], [-1.037, 2.451, 1.046], [-1.380, 4.815, 0.541], [-1.674, 3.014, -0.970], [-1.086, -0.162, 0.341], [-0.955, 0.147, 1.378], [-1.236, -2.216, 0.691], [-1.262, -1.428, -0.061], [-1.560, -1.666, -1.082], [2.245, -0.734, 0.112], [2.016, -1.904, -0.516], [2.363, 0.200, -0.446], [1.927, -1.952, -1.604], [2.420, -0.701, 1.191], [2.031, -2.851, 0.030]], "mulliken_charge": [-0.246, 1.225, -0.888, 1.670, -0.852, 0.270, 0.443, 0.337, -0.792, 0.328, -0.333, -0.368, 0.297, 0.301, 0.299, 0.310]}



Entry 5:
{"formula": "C61H49CrF8GeN4PS2Sb", "method": "the ωB97M-V functional and the def2-TZVPD basis", "fmax_ev_per_a": 1.31, "e_tot_ha": -7871.198332, "charge": -1, "s2": 6.22, "molar_mass_g_mol": 1331.5, "spin_multiplicity": 5, "symbols": ["Cr", "F", "C", "C", "F", "C", "F", "C", "S", "C", "F", "C", "F", "S", "N", "C", "C", "C", "C", "C", "N", "C", "C", "N", "C", "C", "C", "C", "C", "N", "H", "H", "H", "H", "H", "H", "C", "Ge", "C", "C", "C", "C", "C", "C", "C", "C", "C", "C", "C", "C", "C", "C", "C", "C", "C", "C", "H", "H", "H", "H", "H", "H", "H", "H", "H", "H", "H", "H", "H", "H", "H", "H", "C", "C", "P", "C", "C", "C", "C", "H", "H", "H", "H", "H", "H", "H", "H", "H", "H", "H", "H", "H", "H", "H", "F", "C", "C", "C", "C", "C", "C", "Sb", "C", "C", "C", "C", "F", "C", "C", "C", "C", "C", "C", "F", "C", "C", "H", "H", "H", "H", "H", "H", "H", "H", "H", "H", "H", "H"], "xyz": [[-0.311, -0.217, 0.061], [-0.680, -1.070, 6.931], [-0.237, -0.433, 5.862], [-0.549, -0.876, 4.598], [-1.292, -1.965, 4.439], [-0.071, -0.193, 3.497], [-0.373, -0.731, 2.327], [0.689, 0.951, 3.583], [1.270, 1.870, 2.219], [0.995, 1.354, 4.883], [1.731, 2.443, 5.075], [0.545, 0.681, 5.998], [0.843, 1.114, 7.210], [4.977, 0.856, -5.029], [5.098, 0.525, -3.409], [3.860, 0.358, -2.982], [3.500, 0.001, -1.621], [4.412, -0.300, -0.626], [3.940, -0.698, 0.628], [2.582, -0.738, 0.869], [1.648, -0.444, -0.058], [2.115, -0.104, -1.324], [1.137, 0.042, -2.308], [-0.162, -0.182, -1.886], [-1.112, -0.279, -2.862], [-0.845, -0.063, -4.205], [0.437, 0.260, -4.625], [1.472, 0.298, -3.673], [2.848, 0.501, -3.990], [3.334, 0.780, -5.212], [5.473, -0.240, -0.842], [4.626, -0.960, 1.426], [2.213, -1.007, 1.851], [-2.113, -0.516, -2.531], [-1.657, -0.151, -4.921], [0.670, 0.434, -5.670], [-0.141, 1.746, 1.022], [-0.097, 3.628, 0.379], [-1.012, 4.202, -1.250], [-1.323, 5.559, -1.398], [-1.899, 6.033, -2.569], [-2.158, 5.158, -3.618], [-1.830, 3.815, -3.493], [-1.262, 3.343, -2.314], [1.755, 4.200, 0.140], [2.679, 3.355, -0.479], [3.986, 3.767, -0.697], [4.388, 5.034, -0.290], [3.479, 5.887, 0.326], [2.168, 5.473, 0.537], [-0.897, 4.701, 1.836], [-0.226, 4.853, 3.056], [-0.840, 5.470, 4.141], [-2.138, 5.954, 4.028], [-2.814, 5.825, 2.822], [-2.197, 5.205, 1.739], [-0.984, 1.796, 1.718], [-1.106, 6.253, -0.591], [-2.138, 7.086, -2.669], [-2.603, 5.526, -4.536], [-1.999, 3.132, -4.317], [-0.992, 2.302, -2.229], [2.376, 2.364, -0.808], [4.685, 3.101, -1.189], [5.408, 5.358, -0.461], [3.794, 6.875, 0.644], [1.462, 6.144, 1.021], [0.788, 4.483, 3.159], [-0.301, 5.572, 5.077], [-2.618, 6.435, 4.873], [-3.827, 6.201, 2.721], [-2.741, 5.106, 0.804], [-3.792, 1.756, 1.935], [-3.496, 0.258, 1.892], [-2.771, -0.377, 0.314], [-4.157, -0.067, -0.868], [-4.156, 1.289, -1.579], [-3.042, -2.193, 0.596], [-4.456, -2.723, 0.832], [-4.185, 2.040, 2.914], [-4.536, 2.039, 1.189], [-2.900, 2.353, 1.758], [-4.413, -0.301, 2.088], [-2.785, -0.008, 2.679], [-5.085, -0.212, -0.312], [-4.100, -0.866, -1.611], [-4.220, 2.125, -0.882], [-5.010, 1.356, -2.258], [-3.251, 1.430, -2.165], [-2.402, -2.462, 1.439], [-2.612, -2.687, -0.276], [-4.907, -2.311, 1.737], [-4.416, -3.809, 0.953], [-5.121, -2.512, -0.008], [5.323, -6.439, 2.313], [4.270, -5.747, 1.841], [3.739, -6.101, 0.616], [2.652, -5.384, 0.136], [2.108, -4.321, 0.860], [2.667, -4.012, 2.096], [3.757, -4.719, 2.598], [0.340, -3.317, 0.126], [1.037, -3.265, -1.905], [2.395, -3.074, -2.172], [2.863, -2.952, -3.476], [1.952, -3.040, -4.508], [2.393, -2.946, -5.778], [0.601, -3.196, -4.288], [0.148, -3.289, -2.978], [-0.750, -5.204, -0.018], [-0.564, -6.174, 0.971], [-1.377, -7.301, 1.051], [-2.397, -7.440, 0.136], [-3.195, -8.525, 0.210], [-2.631, -6.507, -0.850], [-1.805, -5.388, -0.913], [4.175, -6.922, 0.058], [2.227, -5.652, -0.826], [2.252, -3.208, 2.694], [4.203, -4.477, 3.556], [3.106, -2.982, -1.357], [3.911, -2.770, -3.692], [-0.081, -3.209, -5.128], [-0.920, -3.352, -2.810], [0.242, -6.062, 1.691], [-1.229, -8.062, 1.809], [-3.446, -6.657, -1.550], [-1.988, -4.663, -1.697]], "mulliken_charge": [-0.455, -0.329, 0.430, -0.558, -0.293, -0.974, 0.837, 1.042, -0.170, -0.064, -0.363, 0.277, -0.312, -0.155, -0.878, 0.520, 1.121, -0.781, -1.759, -0.083, 1.015, -1.063, -0.156, 1.894, -0.644, -1.358, -0.927, -0.088, 0.883, -0.893, 0.518, 0.543, 0.055, -0.040, 0.381, 0.478, 0.138, 1.535, -0.588, -0.607, -0.771, -0.743, -0.287, 0.294, 0.174, 0.144, -0.635, -0.667, -0.783, -0.744, 0.152, -0.288, -0.979, -0.494, -0.861, -0.398, 0.514, 0.437, 0.412, 0.373, 0.473, -0.013, 0.717, 0.447, 0.377, 0.399, 0.321, 0.465, 0.421, 0.374, 0.399, 0.399, -1.711, -0.293, 2.568, -1.099, -0.738, 0.186, -1.678, 0.411, 0.322, 0.410, 0.652, -0.252, 0.638, 0.608, 0.145, 0.466, -0.112, 0.283, -0.444, 0.343, 0.463, 0.309, -0.366, 0.310, -0.806, -0.245, 0.017, -0.234, -0.661, 0.898, 1.061, -0.163, -0.666, 0.391, -0.427, -1.040, -0.064, 0.331, -0.558, -0.736, 0.320, -0.358, -0.955, -0.001, 0.433, 0.501, 0.195, 0.451, 0.173, 0.313, 0.360, -0.167, 0.334, 0.441, 0.448, 0.240]}



Entry 6:
{"formula": "C3H4NOS2", "method": "the ωB97M-V functional and the def2-TZVPD basis", "relative_energy_kcal_mol": 72.4, "fmax_ev_per_a": 7.94, "e_tot_ha": -1042.662613, "charge": 1, "molar_mass_g_mol": 134.2, "symbols": ["C", "C", "C", "N", "O", "S", "S", "H", "H", "H", "H"], "xyz": [[-0.181, 1.206, -0.383], [-1.603, -1.448, 0.503], [2.473, -0.048, 0.008], [-0.067, -0.092, -0.294], [-1.086, -2.480, 0.407], [3.892, -0.711, 0.466], [1.221, -1.059, -0.511], [0.687, 1.786, -0.663], [-1.033, 1.816, -0.056], [-2.304, -0.735, 0.600], [2.185, 1.045, 0.262]], "mulliken_charge": [-0.112, 0.438, -0.061, -0.311, -0.144, -0.087, 0.213, 0.305, 0.223, 0.424, 0.112]}



Entry 7:
{"formula": "C35H27ClN3O10", "method": "the ωB97M-V functional and the def2-TZVPD basis", "fmax_ev_per_a": 6.28, "e_tot_ha": -2726.111999, "charge": 1, "molar_mass_g_mol": 685.1, "symbols": ["N", "C", "C", "C", "C", "N", "N", "Cl", "C", "H", "H", "H", "H", "H", "H", "H", "C", "C", "C", "O", "C", "C", "C", "O", "H", "H", "H", "H", "C", "C", "C", "O", "C", "C", "C", "O", "H", "H", "H", "H", "C", "C", "C", "O", "C", "C", "C", "O", "H", "H", "H", "H", "C", "C", "C", "O", "C", "C", "C", "O", "H", "H", "H", "H", "C", "C", "C", "O", "C", "C", "C", "O", "H", "H", "H", "H"], "xyz": [[-0.146, 4.260, -3.413], [-0.486, 2.861, -2.861], [0.939, 2.083, -2.682], [2.003, 1.831, -3.886], [3.319, 1.040, -3.440], [3.765, 0.535, -2.140], [2.815, 0.793, -1.231], [3.266, 0.214, 0.376], [1.518, 1.440, -1.324], [0.623, 4.683, -2.835], [0.269, 4.159, -4.373], [-1.193, 2.292, -3.635], [-0.975, 2.987, -1.801], [1.854, 2.181, -4.991], [4.092, 0.814, -4.324], [0.832, 1.514, -0.361], [0.190, -3.576, -5.202], [-0.621, -2.648, -4.684], [-0.351, -1.208, -4.864], [-1.092, -0.359, -4.388], [0.847, -0.833, -5.640], [1.658, -1.761, -6.159], [1.388, -3.201, -5.978], [2.128, -4.050, -6.454], [0.007, -4.636, -5.079], [-1.504, -2.907, -4.112], [1.030, 0.227, -5.763], [2.541, -1.502, -6.730], [2.344, -2.180, 6.315], [2.468, -0.849, 6.299], [2.822, -0.128, 5.060], [2.937, 1.090, 5.045], [3.033, -0.934, 3.841], [2.910, -2.264, 3.858], [2.555, -2.985, 5.096], [2.440, -4.203, 5.112], [2.086, -2.724, 7.215], [2.316, -0.244, 7.184], [3.292, -0.389, 2.941], [3.062, -2.869, 2.972], [-0.218, 1.889, 2.926], [-0.787, 1.348, 4.007], [-2.208, 0.945, 4.004], [-2.731, 0.452, 4.994], [-2.973, 1.163, 2.761], [-2.404, 1.705, 1.680], [-0.983, 2.107, 1.683], [-0.461, 2.601, 0.693], [0.823, 2.190, 2.912], [-0.239, 1.181, 4.927], [-4.014, 0.862, 2.775], [-2.952, 1.872, 0.760], [0.400, 6.435, 6.797], [-0.735, 5.899, 6.339], [-0.769, 5.145, 5.070], [-1.808, 4.655, 4.649], [0.500, 5.006, 4.328], [1.635, 5.542, 4.787], [1.669, 6.296, 6.055], [2.707, 6.786, 6.476], [0.441, 6.992, 7.725], [-1.674, 5.991, 6.871], [0.459, 4.449, 3.400], [2.574, 5.450, 4.254], [-3.986, -5.578, -3.252], [-5.121, -6.115, -3.711], [-5.155, -6.869, -4.979], [-6.193, -7.359, -5.400], [-3.886, -7.008, -5.721], [-2.751, -6.471, -5.263], [-2.717, -5.717, -3.994], [-1.678, -5.227, -3.573], [-3.945, -5.021, -2.324], [-6.060, -6.022, -3.178], [-3.927, -7.564, -6.649], [-1.812, -6.564, -5.795]], "mulliken_charge": [-0.646, -0.149, 0.356, -0.439, -0.271, -0.604, 0.421, -0.004, 0.326, 0.287, 0.267, 0.265, 0.181, 0.407, 0.340, 0.190, -0.137, -0.220, 0.172, -0.555, -0.277, -0.503, 0.080, -0.532, 0.498, 0.468, 0.539, 0.457, -0.393, -0.317, 0.241, -0.582, 0.093, -0.098, 0.313, -0.536, 0.427, 0.454, 0.057, 0.415, -0.221, -0.565, 0.196, -0.546, -0.462, -0.435, 0.513, -0.676, 0.719, 0.593, 0.450, 0.456, -0.376, -0.412, 0.350, -0.558, -0.153, -0.403, 0.328, -0.543, 0.418, 0.427, 0.470, 0.421, -0.361, -0.376, 0.299, -0.528, -0.415, -0.266, 0.612, -0.581, 0.423, 0.406, 0.412, 0.391]}



Question: Number 2 is which compound?
Answer: C5H10NaO5